# 1
{
  "formula": "C5H10OS",
  "method": "the ωB97M-V functional and the def2-TZVPD basis",
  "gap_ev": 9.066,
  "e_homo_ev": -8.7939,
  "total_energy_ha": -669.77420,
  "de_lowest_kj_mol": 426.0,
  "largest_force_ev_per_a": 4.347,
  "symbols": ["C", "C", "C", "C", "C", "O", "S", "H", "H", "H", "H", "H", "H", "H", "H", "H", "H"],
  "positions_angstrom": [[-0.93638, -0.35804, 1.14969], [0.28606, -2.13615, 1.19590], [1.00091, 0.98384, -0.06166], [-1.30363, 0.38524, -1.09725], [-0.51452, 0.74180, 0.20741], [-2.69730, 0.95123, 2.26858], [-2.21521, -0.39321, 2.19280], [0.26503, -2.30251, 2.38955], [-0.17487, -2.80446, 0.46576], [1.31515, -1.84726, 0.94311], [1.46715, 0.10671, 0.08692], [1.38829, 1.64194, 0.67053], [1.17933, 1.36454, -1.15123], [-2.33897, 0.55816, -0.94773], [-0.79493, 0.82813, -1.98747], [-1.23063, -0.76535, -1.23614], [-0.93927, 1.71576, 0.60871]],
  "forces_ev_per_angstrom": [[2.3, -3.4, 0.9], [-1.6, 3.0, 2.6], [-2.5, 1.9, -2.1], [2.1, -2.2, -0.2], [-1.0, 1.2, -0.2], [-2.2, 2.8, 0.6], [3.4, -1.9, -1.6], [-0.3, -0.2, -3.2], [0.0, 0.0, 0.7], [-0.6, 0.2, -0.1], [2.0, -3.2, 0.0], [0.4, 1.0, 0.5], [-0.3, -0.6, 2.1], [-0.9, 0.6, -0.3], [-0.9, 0.0, 0.6], [0.0, 1.8, 0.0], [0.3, -1.1, -0.4]]
}

***

# 2
{
  "formula": "C5H10OS2",
  "method": "the ωB97M-V functional and the def2-TZVPD basis",
  "gap_ev": 8.408,
  "e_homo_ev": -8.5507,
  "total_energy_ha": -1068.07991,
  "de_lowest_kj_mol": 94.9,
  "largest_force_ev_per_a": 1.488,
  "smiles": "CO[C@H](SC)C(C)=S",
  "symbols": ["C", "O", "C", "S", "C", "C", "C", "S", "H", "H", "H", "H", "H", "H", "H", "H", "H", "H"],
  "positions_angstrom": [[0.53465, 2.17726, -0.53654], [-0.37241, 1.06553, -0.45754], [0.14506, -0.09327, -1.03077], [-1.16901, -1.31820, -1.23945], [-2.19500, -1.02982, 0.20654], [1.29534, -0.67852, -0.15471], [0.97968, -0.83580, 1.31115], [2.67621, -1.19003, -0.83818], [0.83548, 2.36335, -1.57921], [-0.05200, 3.02359, -0.21458], [1.40959, 1.99994, 0.08105], [0.58043, 0.09925, -2.00394], [-1.68724, -1.33124, 1.15132], [-2.49471, 0.02870, 0.26990], [-3.13539, -1.61234, 0.05003], [0.39443, 0.01906, 1.69275], [1.87217, -0.91708, 1.91496], [0.38274, -1.77037, 1.37721]],
  "forces_ev_per_angstrom": [[-0.6, -0.5, -0.6], [0.1, 0.6, -0.2], [1.0, -0.3, 1.1], [-0.1, -0.2, -0.3], [-0.6, 0.1, 0.7], [-0.3, -0.1, -0.3], [-0.5, 0.2, -0.3], [-0.4, 0.3, 0.2], [0.0, -0.2, 0.2], [0.1, 0.3, 0.3], [0.2, 0.1, 0.1], [-0.1, 0.0, -0.4], [-0.6, 0.1, -0.7], [0.3, -0.4, 0.0], [0.9, 0.3, 0.2], [0.0, -0.4, -0.3], [0.2, -0.3, 0.0], [0.3, 0.5, 0.3]]
}

***

# 3
{
  "formula": "C5H10OSe2",
  "method": "the ωB97M-V functional and the def2-TZVPD basis",
  "gap_ev": 8.754,
  "e_homo_ev": -8.3650,
  "total_energy_ha": -5074.44958,
  "largest_force_ev_per_a": 6.263,
  "symbols": ["C", "C", "C", "C", "C", "O", "Se", "Se", "H", "H", "H", "H", "H", "H", "H", "H", "H", "H"],
  "positions_angstrom": [[0.96930, 1.57424, -0.97162], [-0.50558, 1.96444, 0.43342], [0.16307, 0.64412, 0.00992], [0.88816, -0.45521, 0.83972], [-1.00797, -0.57212, -1.09097], [0.45046, 2.72450, -0.23152], [2.00508, -1.85052, -0.08968], [-2.00531, -1.79145, 0.07681], [1.99992, 1.44425, -0.93535], [0.60411, 1.76070, -1.93184], [-1.51534, 2.02304, 0.02677], [-0.49819, 2.25064, 1.46813], [0.15858, -0.88250, 1.48336], [1.63914, 0.06846, 1.40739], [-0.23616, -1.07524, -1.47481], [-1.51496, 0.16193, -1.70235], [0.82660, -2.91710, -0.17270], [-3.32286, -1.06604, 0.12299]],
  "forces_ev_per_angstrom": [[-2.2, 0.0, 2.5], [0.0, -1.3, 0.9], [-1.4, -3.5, -3.7], [0.5, 2.2, -0.9], [-0.7, 4.4, 4.4], [1.2, 0.8, -0.7], [-2.4, -0.7, 0.2], [-0.6, 0.8, -0.6], [2.0, 0.1, 0.0], [-0.4, -0.7, -1.9], [-0.1, 0.2, -0.1], [-0.3, -0.2, 0.8], [-0.3, -0.7, 0.6], [0.3, 0.0, 0.7], [2.5, -2.0, -2.0], [-0.4, -0.5, -0.2], [1.6, 1.4, 0.1], [0.8, -0.3, -0.1]]
}